Run a
Molecular formula: C4H16N2O2
Method: DFT, ωB97M-V/def2-TZVPD

```
24
C4H16N2O2 (ωB97M-V/def2-TZVPD)
H -0.0050 -1.2972 2.8213
N 0.1428 0.7651 -1.6357
O -2.8820 3.6867 -2.2722
H 2.2765 -2.7805 2.7986
H -0.9890 -1.3113 -1.0495
O 2.8654 -2.0733 3.1168
H 0.8180 0.5875 0.4218
H 1.4363 2.4444 -2.1142
N -0.2125 -1.9793 0.8108
C -0.6860 -1.9338 2.1300
H 1.6540 -0.5105 -0.6807
C 0.4148 2.1878 -1.7487
H -1.3633 -0.3313 0.1955
H -3.2144 3.1236 -2.9888
H -0.0602 -2.8644 0.3586
H -0.2563 2.7241 -2.4330
H -1.6736 -1.5221 2.3884
H 0.4310 2.6771 -0.7549
H -0.4031 -2.8813 2.6155
H 3.6551 -2.4641 3.5175
H 0.5782 0.3617 -2.4591
C -0.4834 -0.9273 -0.1360
C 0.7007 -0.0012 -0.4751
H -2.1966 4.0828 -2.8397
```

## Properties
Molecular weight = 124.2 g mol⁻¹
Total charge = -1
Multiplicity = 2
<S²> = 0.750
Frontier orbital gap (alpha / beta) = 1.5 / 7.5 eV

Atom charges from the Löwdin analysis, given in e for atoms 1 to 2: 0.063, -0.142

Run b
Molecular formula: C4H16N2O2
Method: DFT, ωB97M-V/def2-TZVPD

```
24
C4H16N2O2 (ωB97M-V/def2-TZVPD)
H -0.0112 -3.0277 0.2943
H 0.1701 -0.6328 2.0941
H 2.1399 2.9161 0.6100
H -0.3186 1.0371 0.2050
H -1.2717 2.4516 -1.1770
N 0.1401 -1.0892 1.1861
C -0.3563 -2.4429 1.1291
H 1.9791 -1.6065 0.1248
H -0.0167 2.1263 -2.3856
H 1.9334 1.9211 -0.3835
O 2.7046 2.3091 0.1066
H -2.8209 0.2592 1.5717
H -1.4725 0.9376 -2.2029
H -2.8325 -0.3854 0.1622
C -0.7629 1.6480 -1.7337
H -1.3906 -2.5715 0.7702
C 0.8100 -0.1777 -0.9852
N 0.1342 1.0957 -0.6977
H 1.8809 0.0515 0.8765
C 1.2974 -0.8088 0.3752
H -0.2513 -2.8255 2.1916
H 1.5843 0.0162 -1.7341
H 0.1032 -0.9308 -1.3565
O -3.3719 -0.2707 0.9590
```

## Properties
Molecular weight = 124.2 g mol⁻¹
Total charge = -1
Multiplicity = 2
<S²> = 0.751
Frontier orbital gap (alpha / beta) = 2.9 / 8.7 eV

Atom charges from the Löwdin analysis, given in e for atoms 1 to 2: 0.057, 0.026

Which of them is the most stable, and which is the least stable? run b and run a, in that order.

Run a
Molecular formula: C3H10OS2
Method: DFT, ωB97M-V/def2-TZVPD

```
16
C3H10OS2 (ωB97M-V/def2-TZVPD)
H -1.4582 -0.1516 4.1243
H -0.4532 -0.5338 -3.6310
H -0.3030 -0.8714 -1.4008
H -0.7427 -1.6040 3.4913
C -0.4722 0.3990 -3.0306
S 1.9499 -0.4208 2.0956
C -0.8422 -0.5339 3.3032
H 0.0833 1.1826 -3.5469
H 1.1024 1.4981 -0.8259
H -1.5020 0.6573 -2.7574
H -1.4022 -0.4275 2.3681
H 1.4721 0.0414 0.8927
O 0.3389 0.9296 -0.7544
C 0.2887 -0.0207 -1.7979
H 1.2362 -0.5247 -2.0447
S 0.7040 0.3803 3.5145
```

## Properties
Molecular weight = 126.2 g mol⁻¹
Multiplicity = 1
SMILES = CCO.CSS
Frontier orbital gap = 9.3 eV

Atom charges from the Löwdin analysis, given in e for atoms 1 to 2: 0.021, 0.085

Run b
Molecular formula: C3H10OS2
Method: DFT, ωB97M-V/def2-TZVPD

```
16
C3H10OS2 (ωB97M-V/def2-TZVPD)
H 0.3581 -1.2429 -0.8549
S -1.3903 -0.3711 1.5719
H 1.4786 3.0033 0.5900
H 0.3068 -2.1418 1.6104
O 2.4314 2.9369 0.5021
C -0.5728 -1.8646 1.0167
H -0.0938 -3.0019 -0.7578
H 0.3306 0.8626 -1.5647
C -0.3395 -1.9808 -0.4766
H 2.6729 2.2218 1.1011
H -1.2514 -1.7244 -1.0047
S -0.3356 1.1447 0.7228
H -1.1955 -2.7099 1.2931
H -0.5880 2.4748 -1.2038
C -0.4454 1.4108 -1.0621
H -1.3660 0.9825 -1.4835
```

## Properties
Molecular weight = 126.2 g mol⁻¹
Multiplicity = 1
SMILES = CCSSC.O
Frontier orbital gap = 9.5 eV

Atom charges from the Löwdin analysis, given in e for atoms 1 to 2: 0.044, 0.492

Run c
Molecular formula: C3H10OS2
Method: DFT, ωB97M-V/def2-TZVPD

```
16
C3H10OS2 (ωB97M-V/def2-TZVPD)
S -1.3877 -0.8014 1.2495
C 1.0790 -0.5950 -0.1424
H 2.2149 -2.4162 0.0090
C 1.7039 -1.7242 0.6793
H 1.6453 -0.4354 -1.0891
H -0.8609 1.4733 0.7701
H 1.1582 0.3591 0.4124
O -0.8383 1.8801 -2.8604
H -1.9384 1.4031 2.1207
H 1.0367 -2.1503 1.4115
H 2.5200 -1.2135 1.2027
H -2.6181 1.1465 0.5535
H -1.4248 1.4829 -2.1974
H -0.0372 1.6514 -2.3657
C -1.7370 0.9211 1.1512
S -0.5158 -0.9813 -0.9048
```

## Properties
Molecular weight = 126.2 g mol⁻¹
Multiplicity = 1
SMILES = CCSSC.O
Frontier orbital gap = 8.7 eV

Atom charges from the Löwdin analysis, given in e for atoms 1 to 2: 0.544, -0.713

Which of them is the most stable, and which is the least stable? run b and run c, in that order.

Run a
Molecular formula: C6H13N4
Method: DFT, ωB97M-V/def2-TZVPD

```
23
C6H13N4 (ωB97M-V/def2-TZVPD)
N 0.1334 -1.2998 -0.7399
H -1.6758 0.3898 1.9139
C -1.2298 1.3198 1.3947
C 0.5866 3.0743 -0.3949
H -0.9692 2.1269 2.1727
C 0.1494 -0.5604 0.3196
H 1.5731 -2.7795 -0.1575
N 1.0179 -1.3515 2.4689
C -0.3655 -0.8263 -2.0526
N 0.6557 1.7039 -0.0924
H 0.6340 -3.2124 -1.5688
H -0.2179 -3.3176 -0.1344
H 0.1060 3.5950 0.3773
H 0.7379 -1.8143 3.3389
H -1.1233 -1.4798 -2.4699
C 0.6160 -2.6536 -0.6569
H -2.0771 1.7353 0.6740
H 0.0494 3.0947 -1.4659
C -0.1196 0.9515 0.5512
H 1.6931 3.3851 -0.5096
H 0.4950 -0.8697 -2.6011
N 0.1397 -1.3605 1.6662
H -0.8091 0.1489 -2.0333
```

## Properties
Molecular weight = 141.2 g mol⁻¹
Total charge = +1
Multiplicity = 1
SMILES = [H]/N=N/C(/C(C)=N/C)=[N+](C)C
Frontier orbital gap = 8.7 eV

Atom charges from the Löwdin analysis, given in e for atoms 1 to 2: -0.102, 0.102

Run b
Molecular formula: C6H13N4
Method: DFT, ωB97M-V/def2-TZVPD

```
23
C6H13N4 (ωB97M-V/def2-TZVPD)
H 1.0717 0.5290 2.8842
C -0.3540 0.5621 -2.2482
H -0.4510 1.3743 -3.0161
H -1.9794 -0.3471 -0.8444
C 0.0518 0.5459 2.5936
N 1.6735 0.4570 0.4167
N 0.0183 -0.6542 -2.7534
H 2.2909 0.0161 1.1174
N -1.6137 0.5995 -1.2573
H -2.3227 1.4042 -1.3208
H 2.1273 0.8267 -0.4423
H 0.5726 -2.5233 -2.2222
H 0.5752 -2.2225 -0.0307
C -0.2942 -0.4295 1.4957
H 0.0209 -1.4933 1.7436
C -0.2854 0.9960 -0.7403
N 0.4814 -1.3490 -0.5499
H -0.5486 0.1881 3.3883
H -0.0678 2.0062 -0.5588
H -1.3729 -0.5545 1.4250
C 0.3178 -1.5314 -1.8398
H -0.3406 1.6366 2.5240
C 0.4290 -0.0369 0.2361
```

## Properties
Molecular weight = 141.2 g mol⁻¹
Total charge = +1
Multiplicity = 1
SMILES = CC[C@@]1(N)NC=N[C@H]2[NH2+][C@H]21
Frontier orbital gap = 9.9 eV

Atom charges from the Löwdin analysis, given in e for atoms 1 to 2: 0.062, -0.169

Which of them is the most stable, and which is the least stable? run b and run a, in that order.

Run a
Molecular formula: C5H6F2N2
Method: DFT, ωB97M-V/def2-TZVPD

```
15
C5H6F2N2 (ωB97M-V/def2-TZVPD)
F -1.4597 0.9315 1.2983
N 2.4354 -0.2075 -0.5476
C 2.3868 0.8014 0.2573
H 0.8611 1.5788 1.5477
C 1.1894 -0.6186 -0.8033
H -2.6672 -1.3322 0.7986
F -1.4165 1.1972 -1.7472
H -2.6923 -0.6075 -0.6852
C 0.3301 0.0947 0.0663
C -1.9709 -0.9978 0.0105
H -1.4816 -1.7481 -0.6661
N 1.1157 1.0446 0.7137
C -1.0531 0.0973 0.3489
H 1.1076 -1.5392 -1.2771
H 3.3150 1.3054 0.6853
```

## Properties
Molecular weight = 132.1 g mol⁻¹
Multiplicity = 1
Frontier orbital gap (alpha / beta) = 7.4 / 7.4 eV

Atom charges from the Löwdin analysis, given in e for atoms 1 to 2: 0.142, 0.067

Run b
Molecular formula: C5H6F2N2
Method: DFT, ωB97M-V/def2-TZVPD

```
15
C5H6F2N2 (ωB97M-V/def2-TZVPD)
H -1.7021 1.8537 -1.6570
F 0.8957 -1.9767 -2.1378
C 0.4996 0.5999 1.3912
C 0.9964 -0.6526 1.2819
H 0.5734 -2.6146 0.3109
H -2.6193 0.4157 -1.4923
H 1.6540 -1.1844 2.0543
C 0.9521 -1.1615 -1.0922
C -1.2505 0.5939 -0.1258
C 0.7829 -1.5916 0.1532
H 0.7274 1.4686 2.0645
H 0.9795 -0.1033 -1.2783
F -1.8120 -0.5422 0.2928
N -0.2737 1.1643 0.3501
N -1.8183 0.8861 -1.2949
```

## Properties
Molecular weight = 132.1 g mol⁻¹
Multiplicity = 1
SMILES = N/C(F)=N/C=C\C=C\F
Frontier orbital gap = 9.2 eV

Atom charges from the Löwdin analysis, given in e for atoms 1 to 2: 0.144, 0.034

Which of them is the most stable, and which is the least stable? run b and run a, in that order.

Run a
Molecular formula: C8H16N4O2S
Method: DFT, ωB97M-V/def2-TZVPD

```
31
C8H16N4O2S (ωB97M-V/def2-TZVPD)
O 0.8118 -2.6179 -0.5290
C -2.1297 -1.4698 1.1541
C -0.6282 1.2348 -1.8259
C 0.7540 2.3382 0.0290
N -0.7771 0.2988 0.4707
H -1.6576 1.4754 -2.1901
H -1.6368 3.2398 -0.7232
C -2.4795 -0.9575 -0.8800
H 1.6479 1.8343 -0.2653
H -0.2386 0.2362 -2.0970
N -3.4909 -1.7157 -0.5001
H 2.6745 -3.2270 0.8979
H 2.8918 -0.3975 1.1282
H 0.6138 3.3410 -0.4075
H -0.0533 1.9094 -2.4623
H -2.7396 2.1403 0.1247
H -1.6621 -1.4888 2.0519
N -3.2000 -2.0777 0.7846
C 3.1407 -2.4281 1.2642
H 4.1329 -2.3218 0.7439
C -1.6753 2.4950 0.0449
C -0.5547 1.5315 -0.3446
H 3.2649 -2.6506 2.3374
H -1.2788 2.7935 1.0848
O 2.2634 -0.9867 -1.7395
H -2.4679 -0.5964 -1.9147
N -1.5970 -0.6998 0.1636
S 1.3953 -1.2836 -0.5288
H 1.4504 -1.1893 1.9353
H 0.9852 2.4981 1.1221
C 2.2405 -1.2580 1.0707
```

## Properties
Molecular weight = 232.3 g mol⁻¹
Multiplicity = 1
Frontier orbital gap (alpha / beta) = 6.9 / 8.5 eV

Atom charges from the Löwdin analysis, given in e for atoms 1 to 2: -0.362, -0.156

Run b
Molecular formula: C8H16N4O2S
Method: DFT, ωB97M-V/def2-TZVPD

```
31
C8H16N4O2S (ωB97M-V/def2-TZVPD)
H -0.7486 -1.1396 2.1786
S -1.4058 2.2499 1.2269
C -0.6166 0.1190 -0.2688
C 1.5356 2.3883 -0.4184
H 2.6234 1.8285 -2.8158
H -2.2007 -1.2383 1.2518
H -1.0889 -3.5357 2.2103
O -2.7001 2.0707 1.7776
H 1.0510 1.3442 -3.6435
H 2.1866 0.1634 -2.8390
H 1.2549 2.0151 0.5610
H 0.8294 -4.1701 0.1950
C -1.1505 -1.6257 1.2944
H 0.2895 -2.2072 -1.3434
H 0.9091 3.2480 -0.5557
N -1.6469 0.8695 -0.0107
H -1.5641 -3.6838 0.5207
C 1.7776 1.1989 -2.8303
H 1.1538 -3.2388 1.5387
O -0.4176 1.6411 2.0690
C 1.1853 1.3336 -1.4750
C -0.9309 -3.1156 1.2047
N 0.2819 0.4189 -1.3182
H -1.8875 4.1326 0.4719
C 0.4570 -3.2760 0.7152
H 2.5221 2.8440 -0.4161
N -1.0511 3.5964 0.5639
C 0.5981 -1.9904 -0.2400
H 1.6022 -1.6404 -0.2665
N -0.4249 -1.0834 0.1827
H -2.4236 0.4829 0.4792
```

## Properties
Molecular weight = 232.3 g mol⁻¹
Multiplicity = 1
Frontier orbital gap = 9.6 eV

Atom charges from the Löwdin analysis, given in e for atoms 1 to 2: 0.136, 0.478

Which of them is the most stable, and which is the least stable? run b and run a, in that order.